Arrangement one

{"formula": "C2H9NO4", "method": "ωB97M-V/def2-TZVPD", "smiles": "NCC(=O)O.O.O", "species": ["N", "C", "C", "O", "O", "H", "H", "H", "H", "H", "O", "H", "H", "O", "H", "H"], "positions_angstrom": [[-1.2944, 0.1587, 1.9730], [-0.2478, 1.0513, 1.5230], [0.1817, 0.8157, 0.0952], [0.1214, -0.2586, -0.4665], [0.6688, 1.8981, -0.4896], [-2.0500, 0.0284, 1.3032], [-0.9473, -0.7674, 2.1664], [0.6100, 0.9100, 2.1758], [-0.6207, 2.0758, 1.5718], [1.0476, 1.6523, -1.3636], [-0.2278, -3.1542, -0.1613], [-0.9120, -3.5191, 0.4086], [-0.3835, -2.1929, -0.1249], [1.6389, 0.6664, -2.8236], [1.5078, -0.1664, -2.3579], [0.9072, 0.8019, -3.4298]]}

---

Arrangement two

{"formula": "C2H9NO4", "method": "ωB97M-V/def2-TZVPD", "smiles": "CNC(=O)O.O.O", "species": ["C", "N", "C", "O", "O", "H", "H", "H", "H", "H", "O", "H", "H", "O", "H", "H"], "positions_angstrom": [[0.8679, 1.3886, -0.3727], [-0.1325, 2.2668, 0.2214], [-0.4222, 2.2650, 1.5811], [0.3503, 2.5472, 2.4695], [-1.6916, 1.8903, 1.8350], [0.9103, 0.4532, 0.1676], [1.8629, 1.8266, -0.3628], [0.6110, 1.1897, -1.4226], [-0.2892, 3.1072, -0.3045], [-1.7175, 1.6683, 2.7769], [-0.7877, -1.1862, 2.5522], [-0.2935, -1.6373, 1.8536], [-0.0756, -0.8658, 3.1209], [0.1439, -4.9334, -4.3400], [1.0638, -4.9782, -4.6425], [-0.4004, -5.0020, -5.1330]]}

---

Ranked by calculated energy, most stable first: arrangement one, arrangement two.

---

Arrangement one

{"formula": "C2H9NO4", "method": "ωB97M-V/def2-TZVPD", "smiles": "NCC(=O)O.O.O", "species": ["N", "C", "C", "O", "O", "H", "H", "H", "H", "H", "O", "H", "H", "O", "H", "H"], "positions_angstrom": [[2.3151, -0.4864, -1.8954], [1.8562, 0.5988, -1.2138], [0.7220, 0.5080, -0.2568], [0.5476, -0.5410, 0.3568], [-0.1435, 1.5626, -0.1998], [1.8814, -1.3524, -1.6514], [2.0745, -0.3994, -2.9321], [1.6472, 1.3625, -1.9727], [2.6819, 0.9482, -0.5192], [-0.8822, 1.2075, 0.2672], [-2.5613, -3.5836, 0.0617], [-3.4235, -3.8021, -0.2488], [-2.5497, -4.2931, 0.6972], [-1.2582, 2.5427, 3.5319], [-2.0606, 2.4671, 3.0240], [-0.8468, 3.2605, 2.9513]]}

---

Arrangement two

{"formula": "C2H9NO4", "method": "ωB97M-V/def2-TZVPD", "smiles": "CNC(=O)O.O.O", "species": ["C", "N", "C", "O", "O", "H", "H", "H", "H", "H", "O", "H", "H", "O", "H", "H"], "positions_angstrom": [[2.2008, -0.2658, -0.9737], [0.9243, -0.0252, -0.2415], [-0.1072, -0.8467, -0.4077], [-0.6539, -1.5209, 0.4622], [-0.4373, -0.9722, -1.7444], [2.2688, -1.3098, -1.1897], [3.0429, 0.0619, -0.3420], [2.2549, 0.2290, -2.0278], [0.9764, 0.3801, 0.6794], [0.3842, -0.7853, -2.2554], [-0.1391, 0.5255, 2.4980], [-0.0237, 0.2185, 3.4055], [-0.5633, -0.2115, 1.9696], [-1.7603, 2.3783, 0.1245], [-1.0891, 2.8951, -0.3921], [-2.3576, 2.0879, -0.5913]]}

---

Ranked by calculated energy, most stable first: arrangement two, arrangement one.

---

Arrangement one

{"formula": "CH6N3O2", "method": "ωB97M-V/def2-TZVPD", "charge": 1, "species": ["C", "N", "N", "N", "O", "O", "H", "H", "H", "H", "H", "H"], "positions_angstrom": [[0.3470, 0.0550, 0.0732], [1.6053, -0.4803, 0.0746], [0.0388, 1.2972, 0.0403], [-0.6374, -0.8051, -0.0010], [-2.9554, 0.2456, -0.3595], [-2.1792, -0.1021, 0.6013], [2.3965, 0.1519, -0.1557], [1.6513, -1.5046, 0.2202], [0.7683, 2.0340, -0.1019], [-0.9386, 1.4743, -0.1636], [-0.5210, -1.8137, 0.3314], [-3.4484, -0.4822, -0.7555]]}

---

Arrangement two

{"formula": "CH6N3O2", "method": "ωB97M-V/def2-TZVPD", "charge": 1, "species": ["C", "N", "N", "N", "O", "O", "H", "H", "H", "H", "H", "H"], "positions_angstrom": [[-0.6504, 0.1225, -0.0209], [-1.8589, -0.4601, 0.0622], [-0.3701, 1.4274, 0.1844], [0.3782, -0.7785, -0.2023], [2.6383, 0.1542, 0.4181], [1.9717, -0.1326, -0.7227], [-2.8784, -0.2121, 0.0110], [-1.8563, -1.4409, -0.0998], [-1.0664, 2.1978, 0.2117], [0.5611, 1.6271, -0.0397], [0.0720, -1.7347, -0.4925], [3.0592, -0.7701, 0.6904]]}

---

Ranked by calculated energy, most stable first: arrangement one, arrangement two.

---

Arrangement one

{"formula": "C8H9NS2", "method": "ωB97M-V/def2-TZVPD", "smiles": "CN1c2ccccc2S[C@H]1S", "species": ["C", "N", "C", "C", "C", "C", "C", "C", "S", "C", "S", "H", "H", "H", "H", "H", "H", "H", "H", "H"], "positions_angstrom": [[-2.5710, 0.2519, -0.0497], [-1.0825, 0.2682, -0.0497], [-0.2870, -0.8273, -0.3978], [-0.5336, -2.1597, -0.8624], [0.5553, -3.0190, -1.4519], [1.8286, -2.7931, -0.8956], [1.9833, -1.6362, -0.0667], [0.9849, -0.6885, 0.0097], [1.4109, 1.0280, 0.5020], [-0.4917, 1.1086, 0.8980], [-1.1000, 2.9167, 0.7526], [-2.9893, -0.1637, -0.8886], [-2.8263, 1.4074, 0.0255], [-3.2208, -0.3918, 0.7845], [-1.5797, -2.4819, -1.3800], [0.2498, -3.9123, -2.1003], [2.8070, -3.3560, -0.9939], [2.9797, -1.5420, 0.4154], [-0.7574, 0.9631, 1.8713], [-0.8729, 3.0635, -0.5622]]}

---

Arrangement two

{"formula": "C8H9NS2", "method": "ωB97M-V/def2-TZVPD", "species": ["C", "C", "C", "C", "C", "C", "C", "C", "N", "S", "S", "H", "H", "H", "H", "H", "H", "H", "H", "H"], "positions_angstrom": [[1.2605, 1.1404, -0.3156], [1.0664, -1.0863, 0.3621], [2.2942, 0.7600, -1.0831], [2.1356, -1.3906, -0.3838], [0.4950, 0.2050, 0.4301], [-1.9026, 0.8463, -1.0473], [-1.5661, -0.4353, 1.9111], [-0.7312, 0.5227, 1.0751], [2.8100, -0.4904, -1.0908], [-2.4066, 2.2822, -1.5488], [-1.7823, -0.7426, -1.6406], [0.8667, 2.2459, -0.4280], [0.6627, -1.9432, 0.9062], [2.6988, 1.6586, -1.6961], [2.4926, -2.4671, -0.2526], [-2.1148, -1.0038, 1.1992], [-0.9100, -1.0721, 2.4946], [-2.1448, 0.1223, 2.5544], [-0.9037, 1.4696, 1.3463], [-2.3204, -0.6215, -2.7924]]}

---

Arrangement three

{"formula": "C8H9NS2", "method": "ωB97M-V/def2-TZVPD", "species": ["C", "C", "C", "C", "C", "C", "C", "C", "N", "S", "S", "H", "H", "H", "H", "H", "H", "H", "H", "H"], "positions_angstrom": [[-1.4588, -1.0688, -2.1328], [-0.7090, -0.9234, -0.9915], [-1.3751, 0.0512, -2.9506], [0.0965, 0.2726, -0.9605], [-1.0563, -0.4068, 2.2707], [0.3445, -1.0783, 2.1301], [0.9142, 0.8499, 0.0024], [1.5680, 2.1475, -0.1771], [-1.5366, 0.6373, 1.8455], [-0.3742, 1.2966, -2.3026], [1.5341, 0.1377, 1.5292], [-2.0775, -1.9135, -2.2955], [-0.5687, -1.6212, -0.0727], [-1.9344, 0.0624, -3.8032], [-1.7241, -1.3017, 2.5186], [0.7146, -1.4462, 3.1130], [0.3856, -1.8386, 1.3457], [2.5885, 2.3523, 0.0469], [1.0327, 2.9410, 0.3415], [1.4334, 2.5016, -1.1574]]}

---

Ranked by calculated energy, most stable first: arrangement one, arrangement two, arrangement three.

---

Arrangement one

{"formula": "C19H20HfN4OS", "method": "ωB97M-V/def2-TZVPD", "species": ["Hf", "N", "C", "O", "C", "C", "H", "H", "H", "H", "H", "H", "C", "N", "C", "C", "N", "C", "S", "C", "C", "C", "C", "C", "N", "H", "H", "H", "H", "H", "H", "H", "H", "H", "C", "C", "C", "C", "C", "C", "C", "H", "H", "H", "H", "H"], "positions_angstrom": [[1.5098, -0.4622, 0.7327], [5.7119, 0.0870, 1.5317], [4.3948, -0.1088, 1.6098], [3.7641, -0.5051, 0.6075], [3.6769, 0.1505, 2.9029], [2.2639, 0.6620, 2.5900], [6.1806, -0.0682, 0.6544], [6.2271, 0.4517, 2.3119], [4.3052, 0.7815, 3.5430], [3.6148, -0.8260, 3.3991], [2.3164, 1.7291, 2.3355], [1.6311, 0.5792, 3.4736], [-0.3207, 3.0150, -2.7726], [-0.7325, 1.6446, -2.5387], [-2.0110, 1.1552, -2.7651], [-2.0210, -0.1290, -2.3698], [-0.7487, -0.4199, -1.9182], [0.0346, 0.6776, -2.0080], [1.6961, 0.7905, -1.6188], [-0.3291, -1.6057, -1.2554], [0.0588, -2.6922, -1.9321], [0.4926, -3.8655, -1.1909], [0.6729, -3.7525, 0.1313], [0.4636, -2.5125, 0.8663], [-0.3158, -1.4806, 0.1367], [-0.6277, 3.3215, -3.7706], [0.7604, 3.0705, -2.6887], [-0.7743, 3.6692, -2.0291], [-2.7946, 1.7793, -3.1525], [-2.8118, -0.8544, -2.3243], [0.0223, -2.6800, -3.0123], [0.6693, -4.7934, -1.7156], [0.9888, -4.6105, 0.7144], [0.0285, -2.6506, 1.8536], [-0.5388, -0.1783, 0.8609], [-1.8829, 0.3202, 0.8526], [-2.1246, 1.6746, 1.1657], [-3.3959, 2.2129, 1.1129], [-4.4894, 1.4315, 0.7464], [-4.2778, 0.0898, 0.4565], [-3.0067, -0.4597, 0.5104], [-1.2777, 2.2968, 1.4332], [-3.5404, 3.2598, 1.3546], [-5.4831, 1.8575, 0.7019], [-5.1171, -0.5421, 0.1887], [-2.8630, -1.5103, 0.2844]]}

---

Arrangement two

{"formula": "C19H20HfN4OS", "method": "ωB97M-V/def2-TZVPD", "species": ["Hf", "N", "C", "O", "C", "C", "H", "H", "H", "H", "H", "H", "C", "N", "C", "C", "N", "C", "S", "C", "C", "C", "C", "C", "N", "H", "H", "H", "H", "H", "H", "H", "H", "H", "C", "C", "C", "C", "C", "C", "C", "H", "H", "H", "H", "H"], "positions_angstrom": [[0.7962, -0.3300, -0.2124], [1.8259, -3.7804, -2.4224], [1.8601, -2.7683, -1.5599], [0.8037, -2.3901, -1.0071], [3.1662, -2.0850, -1.2515], [2.9437, -0.5711, -1.0824], [0.9426, -4.2133, -2.6396], [2.6547, -4.0768, -2.9047], [3.9186, -2.3735, -1.9938], [3.4862, -2.5246, -0.2990], [2.9446, -0.0960, -2.0710], [3.7853, -0.1416, -0.5342], [1.2768, -1.9645, 5.1464], [0.6472, -0.7534, 4.6555], [0.3037, 0.3440, 5.4188], [-0.2300, 1.2523, 4.5874], [-0.2265, 0.7105, 3.3124], [0.3321, -0.5329, 3.3569], [0.6586, -1.7146, 2.1653], [-0.7713, 1.3897, 2.1684], [-1.5095, 2.5259, 2.2766], [-1.6213, 3.3118, 1.0617], [-1.3877, 2.7580, -0.1345], [-1.2550, 1.2520, -0.1692], [-0.4019, 0.8783, 0.9959], [1.4206, -1.8598, 6.2186], [2.2366, -2.1124, 4.6551], [0.6443, -2.8255, 4.9404], [0.4813, 0.3821, 6.4781], [-0.5927, 2.2419, 4.7845], [-1.8543, 2.9149, 3.2219], [-1.8202, 4.3725, 1.1676], [-1.3421, 3.3284, -1.0533], [-2.2663, 0.8363, 0.0112], [-0.5814, 0.5852, -1.3823], [-1.2227, 0.6811, -2.6737], [-2.4858, 1.2678, -2.8767], [-3.0788, 1.3015, -4.1307], [-2.4413, 0.7581, -5.2359], [-1.1886, 0.1755, -5.0634], [-0.5958, 0.1418, -3.8166], [-3.0149, 1.7009, -2.0364], [-4.0540, 1.7610, -4.2440], [-2.9048, 0.7908, -6.2135], [-0.6707, -0.2476, -5.9169], [0.3887, -0.3009, -3.6977]]}

---

Ranked by calculated energy, most stable first: arrangement two, arrangement one.